Here is a molecular structure, C37H60F3NO25V2 from the OMol25 dataset. Energies are from ωB97M-V with the def2-TZVPD basis set.

Lowest unoccupied orbital energy, eV: -3.42
Gap between HOMO and LUMO, Eh: 0.1452
Energy, Ha: -5569.1981

Geometry as XYZ:
```
128
Properties=species:S:1:pos:R:3:forces:R:3:lowdin_charge:R:1
O -2.92265 -3.07435 1.34194 0.912 -0.226 0.069 -0.3312
V -1.49543 -3.37711 0.71707 2.325 -0.287 1.444 0.9100
O -1.73179 -3.73085 -0.78001 -0.027 -0.218 -1.169 -0.3184
O 3.31532 -0.87596 -0.66224 -0.501 -1.069 0.242 -0.2766
V 2.11419 -1.87559 -0.43398 -1.671 2.678 1.986 1.1176
O 1.93210 -2.67327 -1.71538 -0.015 -0.770 -1.404 -0.2195
C -0.23793 -0.36343 0.71709 0.714 0.051 -0.459 -0.3518
O 0.78030 0.19146 -0.12356 0.165 -0.336 0.030 -0.1439
O -0.06944 -1.70443 0.57034 0.429 -1.099 0.242 -0.2317
C 0.10265 0.17575 2.14885 -0.012 -0.742 0.032 -0.5293
F 0.70685 1.37721 2.10104 -0.324 0.037 0.119 0.1423
F -0.99175 0.28088 2.90929 -0.128 0.173 -0.097 0.1605
F 0.94291 -0.65982 2.77782 0.050 0.279 -0.184 0.1460
C 0.45600 1.39388 -0.81532 0.171 1.644 -0.861 -0.2207
C 1.42157 1.62050 -1.97079 -1.068 -0.409 -0.959 -0.0195
H 2.32727 2.20847 -1.84251 0.163 -0.401 0.651 0.0834
H 1.59074 0.64012 -2.42477 0.511 0.119 -0.048 0.0662
H 0.88390 2.17286 -2.74673 -0.067 0.028 0.085 0.0730
H 0.45647 2.32069 -0.22661 0.341 -0.524 0.812 0.1207
H -0.57868 1.37963 -1.17438 0.077 -0.667 -0.213 0.1090
H -1.22226 -0.03287 0.37354 -0.083 0.182 0.258 0.1434
C -1.10877 -3.28511 4.01217 -1.036 0.596 0.590 -0.0325
C -0.02311 -4.33256 3.82917 0.621 0.286 0.910 -0.5057
C 0.19220 -5.17093 5.10756 -0.191 -0.092 0.798 -0.1462
C -0.84719 -6.29476 5.23363 1.399 1.084 -0.535 -0.1647
C -0.76503 -7.18010 3.97192 -0.614 -0.490 2.489 -0.1460
C -1.08710 -6.42045 2.70199 -0.408 -0.304 1.077 -0.5200
N -0.19201 -5.26032 2.72300 1.110 -0.687 -0.827 -0.1479
O 0.04286 -4.74534 1.44078 -2.824 2.237 -0.578 -0.2475
C -2.57500 -6.07007 2.73994 -1.061 -0.518 -0.558 -0.0285
C -0.78101 -7.36165 1.54407 0.931 0.347 -0.848 -0.0332
C 1.28834 -3.56106 3.62730 0.806 -0.467 -1.372 -0.0515
H -0.98796 -2.75430 4.96257 0.439 0.065 -0.110 0.0966
H -2.13722 -3.63990 4.09489 0.116 -0.359 -0.343 0.0747
H -1.11463 -2.50872 3.24051 0.112 -0.116 -0.078 0.0456
H 0.12435 -4.62443 6.05773 -0.244 0.755 -0.470 0.1182
H 1.24459 -5.46714 5.15019 -0.173 -0.716 -0.440 0.1128
H -1.77780 -5.73570 5.35060 -0.358 -0.521 -0.157 0.1005
H -0.66619 -6.80180 6.18185 -0.086 -0.433 -0.214 0.1105
H -1.46496 -7.98190 4.23461 -0.169 -0.163 -0.939 0.1201
H 0.22035 -7.65065 3.96433 0.115 0.210 -0.302 0.1244
H -2.92568 -5.56278 3.63459 0.342 0.463 -0.125 0.0673
H -3.21539 -6.96190 2.74619 0.452 -0.302 -0.128 0.0940
H -2.92217 -5.55797 1.83863 0.173 0.348 0.166 0.0647
H -1.08549 -6.98368 0.56641 -0.298 0.097 0.144 0.0783
H -1.16822 -8.37219 1.66761 -0.352 0.168 0.304 0.0883
H 0.30362 -7.46763 1.44576 0.014 0.030 0.196 0.0891
H 1.61495 -2.87939 4.41021 -0.544 0.005 0.231 0.0930
H 1.24308 -3.02970 2.67196 -0.144 0.268 0.226 0.0358
H 2.11053 -4.26595 3.46216 -0.121 -0.182 0.233 0.0897
C 3.60287 -0.98914 -4.71405 1.041 -0.192 0.833 -0.0240
C 4.31428 0.17321 -5.39929 -0.687 -1.458 0.176 -0.3025
C 5.38930 -0.29825 -6.37374 0.778 -0.193 -0.024 -0.1012
O 4.95969 0.13607 -7.66255 -0.190 0.719 0.574 0.0681
C 3.79422 0.83685 -7.52338 -0.401 -1.159 -0.171 -0.5442
O 3.18023 1.28745 -8.42755 0.081 0.453 -0.172 0.1757
O 3.33027 0.76070 -6.25049 0.694 0.887 -0.167 0.0788
H 3.52285 -1.85330 -5.37217 -0.651 0.249 -0.259 0.0912
H 2.67766 -0.64137 -4.25949 -0.223 -0.217 -0.307 0.0690
H 4.21108 -1.38428 -3.89004 0.080 0.276 0.043 0.0864
H 4.71243 0.85357 -4.64664 -0.245 0.424 -0.285 0.1528
H 5.51738 -1.38159 -6.41145 -0.269 -0.021 0.083 0.1287
H 6.37015 0.10717 -6.11806 -0.063 0.252 -0.280 0.1316
C 5.29773 2.52245 2.31287 -0.556 -1.711 0.232 -0.0179
C 4.74975 2.64195 0.90835 -0.439 1.263 0.371 -0.3266
C 3.99236 3.96220 0.69326 -0.663 -0.819 -0.137 -0.1105
O 4.34511 4.32948 -0.62537 0.513 0.135 -0.173 0.0582
C 5.49719 3.67910 -0.97773 -0.154 0.302 0.460 -0.5417
O 6.18177 3.98575 -1.89052 -0.001 -0.242 -0.232 0.1828
O 5.75224 2.67239 -0.10043 0.186 0.205 -0.164 0.0900
H 4.46627 2.19347 2.94784 -0.107 0.332 0.021 0.0869
H 5.74542 3.38791 2.79166 0.146 0.213 -0.508 0.0889
H 5.95252 1.65002 2.37469 0.360 0.279 -0.075 0.0885
H 3.99994 1.89300 0.64873 0.546 -0.677 0.220 0.1385
H 4.19853 4.74433 1.42490 0.188 0.079 -0.180 0.1339
H 2.93281 3.69560 0.69351 -0.080 0.549 0.148 0.1223
C -2.00273 4.00741 -3.46649 -1.047 0.081 0.057 -0.0349
C -1.15569 3.69190 -4.69473 -2.381 -0.407 0.227 -0.3154
C -1.38231 4.63922 -5.89795 1.287 -0.426 1.114 -0.0469
O -0.01944 4.76251 -6.34010 -0.371 1.064 -0.880 0.0716
C 0.86206 4.40373 -5.40820 0.501 -0.207 -0.019 -0.5630
O 2.04004 4.55946 -5.48359 -0.400 -0.063 0.222 0.1709
O 0.21573 3.80361 -4.37618 0.203 -0.165 -0.170 0.0674
H -1.50259 4.66770 -2.75872 0.057 0.029 -0.065 0.0920
H -2.42024 3.13136 -2.96333 0.857 -0.338 0.094 0.0518
H -2.96655 4.44948 -3.75008 0.318 0.485 -0.317 0.0903
H -1.49237 2.69568 -4.99608 0.880 -0.278 -0.057 0.1385
H -1.80931 5.56681 -5.51057 0.312 0.338 -0.453 0.1288
H -1.94405 4.26148 -6.74375 -0.221 -0.224 0.224 0.1378
C -0.70866 5.55243 4.27863 0.046 -0.094 -0.274 -0.0201
C -1.67230 4.51695 4.81409 0.024 0.577 -0.226 -0.3450
C -1.16492 3.07994 4.83753 -0.515 0.974 0.934 -0.0715
O -1.66582 2.60438 6.10573 -0.001 -0.511 -0.678 0.0791
C -2.16574 3.62172 6.82159 -0.057 0.892 0.558 -0.5671
O -2.65529 3.55181 7.89955 0.059 -0.404 -0.006 0.1753
O -2.00716 4.80455 6.16711 0.133 -0.436 0.009 0.0840
H 0.21504 5.64960 4.85031 -0.244 -0.096 0.416 0.0927
H -1.22638 6.50914 4.24836 0.230 0.113 -0.126 0.0885
H -0.36061 5.27498 3.27943 -0.353 0.079 -0.136 0.0849
H -2.62358 4.56397 4.27063 0.140 0.028 -0.207 0.1493
H -0.07828 3.07315 4.88074 0.039 -0.458 -0.344 0.1393
H -1.64822 2.57312 4.01011 0.538 -0.672 0.098 0.1008
C -4.02970 3.92912 -0.35215 -0.653 -0.277 -0.071 -0.0104
C -3.37094 2.75863 0.33948 0.745 0.717 -0.906 -0.3136
C -3.97080 2.34940 1.69667 1.469 0.178 -0.438 -0.0572
O -4.33817 0.98659 1.47687 -0.921 0.389 0.766 0.1015
C -3.84166 0.54157 0.32259 1.456 -0.372 -0.290 -0.5540
O -3.63949 -0.60327 0.05191 -0.739 0.184 -0.121 0.1553
O -3.37678 1.55938 -0.43808 -0.756 -0.198 0.101 0.0702
H -3.84362 4.79795 0.28105 -0.109 0.177 -0.208 0.0958
H -5.10553 3.79550 -0.49323 -0.018 -0.045 0.319 0.1004
H -3.64114 4.08748 -1.35500 0.339 0.074 0.143 0.0572
H -2.30080 3.00114 0.32974 -0.061 0.102 0.831 0.1448
H -4.73025 3.04851 2.03838 -0.670 -0.603 -0.222 0.1374
H -3.18583 2.36458 2.45589 -0.076 -0.164 0.090 0.1072
C -1.61535 -2.90372 -4.15083 -0.560 -0.218 0.696 0.0003
C -2.47303 -1.90119 -3.34044 1.004 -0.593 -1.299 -0.2738
C -1.65110 -0.87644 -2.58498 1.208 -0.643 0.549 -0.1028
O -1.98529 0.39787 -3.13276 -0.282 -0.039 0.612 0.0621
C -2.97520 0.23676 -4.02370 -0.925 -0.890 -0.281 -0.5552
O -3.59304 1.11097 -4.54618 0.408 0.404 -0.049 0.1542
O -3.22550 -1.07804 -4.25061 -0.064 0.524 0.407 0.0922
H -2.01995 -3.01365 -5.15463 0.101 0.105 -0.059 0.0871
H -1.70594 -3.86987 -3.65206 0.156 -0.056 -0.102 0.0760
H -0.55709 -2.64973 -4.16293 -0.036 0.181 -0.226 0.0744
H -3.12298 -2.48899 -2.69843 -0.364 0.455 0.060 0.1433
H -0.57283 -0.99325 -2.71890 -0.018 -0.159 -0.314 0.1221
H -1.80292 -1.03382 -1.51764 -0.516 0.908 0.073 0.0939
```
Forces are in eV/Å.